No. 1
Formula: C3H14NO2S
Source: OMol25
Level of theory: the ωB97M-V functional and the def2-TZVPD basis

Computed properties:
E_HOMO	-13.1	eV
energy relative to the best compared isomer or geometry (same formula, charge and spin)	53.2	kcal per mole
total charge	+1
energy	-725.8173	a.u.
LUMO energy	-2.99	eV
HOMO-LUMO gap	10.07	eV

Last column: Mulliken charge in e.
Element x y z (Å)
H -2.967 -2.246 0.066  0.29
H 0.998 -1.291 1.330  0.37
C 2.161 0.970 0.869  -1.36
S -0.535 0.865 -2.245  -0.18
H 1.916 1.182 -1.797  0.39
N 0.303 -0.828 0.770  -0.33
H -0.325 -1.401 0.211  0.33
O -0.632 -0.112 3.481  -0.70
H -0.621 2.179 -2.327  0.15
H -0.261 -0.611 1.662  0.26
H 2.647 0.182 1.551  0.32
H -2.120 -2.614 -1.135  0.35
H 1.298 -0.503 -1.862  0.31
H -0.064 1.220 0.140  0.28
C 0.957 0.569 0.126  0.66
H 2.194 1.980 1.326  0.30
H -1.403 -0.039 4.053  0.33
C 1.030 0.527 -1.453  -0.87
H 3.039 0.974 0.221  0.42
O -2.121 -2.411 -0.118  -0.65
H -0.746 0.737 2.929  0.33

=====

No. 2
Formula: C21H22B2F4KN5O5S
Source: OMol25
Level of theory: the ωB97M-V functional and the def2-TZVPD basis

Computed properties:
E_HOMO (spin up / spin down)	-9.0 / -9.0	eV
energy relative to the best compared isomer or geometry (same formula, charge and spin)	0.0	kcal per mole
total charge	0
energy	-2910.7615	a.u.
LUMO energy (spin up / spin down)	-2.94 / -2.88	eV
HOMO-LUMO gap (spin up / spin down)	6.02 / 6.09	eV

Last column: Mulliken charge in e.
Element x y z (Å)
H -4.500 -6.947 -1.356  0.37
K -0.234 -0.633 -0.260  0.78
S -3.515 -2.166 -1.592  -0.14
O -2.367 -1.374 -1.028  -0.27
H -2.547 -7.448 0.073  0.38
C -0.211 4.302 -1.103  -1.49
C -4.090 -4.851 -1.451  -0.56
N 0.591 2.064 -0.481  0.24
H -5.870 -1.467 2.636  0.41
C -7.043 -0.875 0.936  -0.47
O -2.455 1.431 2.025  -0.42
C -4.848 -1.835 0.793  -0.44
C -5.912 -1.402 1.557  -0.61
C 1.253 -0.199 2.964  0.78
H -2.271 4.653 0.839  0.33
H -1.444 -3.328 0.060  0.14
H -4.935 -4.627 -2.091  0.38
C -1.889 -5.414 0.162  -0.68
F -3.224 0.032 3.698  -0.31
H -7.992 -0.364 -0.914  0.39
H 4.022 -0.117 3.350  0.46
B -2.307 0.167 2.723  0.48
F -2.084 -0.912 1.926  0.01
N -1.413 1.626 1.161  0.36
H -7.874 -0.542 1.543  0.39
O -0.865 0.358 3.547  -0.34
H -6.060 -1.108 -2.298  0.39
C -1.462 2.705 0.482  0.50
N 1.484 -3.512 1.513  -0.67
N 0.134 0.385 2.780  0.33
H 0.737 4.412 -1.618  0.35
H -0.333 5.117 -0.389  0.35
C 3.735 -0.446 2.352  -1.88
C -4.919 -1.719 -0.593  0.54
C -2.602 3.671 0.497  -1.63
C -3.237 -3.839 -1.027  0.51
C 1.392 -1.193 4.075  -1.66
F 3.151 2.965 0.380  -0.33
C -0.282 2.988 -0.397  0.32
O 2.884 0.637 -0.103  -0.41
H 4.452 -0.080 1.625  0.41
H -3.955 -2.245 1.244  0.39
H -1.006 -5.608 0.758  0.50
H -1.019 4.390 -1.831  0.34
H 0.924 -0.807 4.980  0.46
C 1.123 -2.832 0.641  -0.17
C 2.358 0.024 2.014  0.55
C -2.138 -4.103 -0.232  0.12
C -7.110 -0.775 -0.442  -0.52
C -2.743 -6.429 -0.233  -0.49
C -6.035 -1.195 -1.219  -0.36
B 2.950 2.173 -0.711  0.75
O 1.647 2.303 -1.331  -0.58
H 0.886 -2.114 3.774  0.32
F 3.929 2.142 -1.631  -0.30
H -3.395 3.320 1.149  0.38
H 2.432 -1.433 4.265  0.39
H 3.727 -1.540 2.326  0.39
C -3.843 -6.149 -1.039  -0.49
H -2.998 3.801 -0.511  0.34
N 2.092 0.505 0.868  0.68

=====

No. 3
Formula: C5H10Cl2NO3PS
Source: OMol25
Level of theory: the ωB97M-V functional and the def2-TZVPD basis

Computed properties:
E_HOMO (spin up / spin down)	-9.1 / -9.3	eV
energy relative to the best compared isomer or geometry (same formula, charge and spin)	88.0	kcal per mole
total charge	0
energy	-2136.7952	a.u.
LUMO energy (spin up / spin down)	-1.89 / -2.83	eV
HOMO-LUMO gap (spin up / spin down)	7.23 / 6.47	eV

Last column: Mulliken charge in e.
Element x y z (Å)
O 3.687 0.308 3.525  -0.49
H -2.656 0.809 -1.725  0.26
H -0.134 -1.983 -0.466  0.31
C -0.612 1.518 -2.012  -0.54
C -1.675 0.524 -2.287  -0.46
C -1.247 -0.920 -2.013  -0.82
Cl 2.623 -1.743 1.348  -0.11
H -1.473 -0.747 0.185  0.41
Cl -0.134 -1.312 2.810  -0.15
S 2.439 -0.213 4.065  0.91
C -0.645 -0.969 -0.540  -0.50
C -0.148 1.246 -0.431  -0.57
H 0.611 2.045 -0.223  0.39
P 1.402 -0.414 1.976  0.69
O 1.570 0.693 4.787  -0.47
N 0.373 -0.069 -0.403  -0.33
H -1.054 2.600 -2.185  0.29
H -0.522 -1.198 -2.710  0.42
H -1.149 1.453 0.026  0.33
O 2.341 -1.616 4.339  -0.45
H 0.383 1.245 -2.475  0.33
H -2.082 -1.728 -2.151  0.29
H -1.898 0.471 -3.439  0.26

=====

No. 4
Formula: C5H9N2
Source: OMol25
Level of theory: the ωB97M-V functional and the def2-TZVPD basis

Computed properties:
multiplicity	3
E_HOMO (spin up / spin down)	-10.7 / -14.5	eV
energy relative to the best compared isomer or geometry (same formula, charge and spin)	26.2	kcal per mole
total charge	+1
energy	-304.9834	a.u.
LUMO energy (spin up / spin down)	-2.87 / -7.98	eV
HOMO-LUMO gap (spin up / spin down)	7.88 / 6.54	eV

Last column: Mulliken charge in e.
Element x y z (Å)
C -0.336 0.507 -0.689  0.42
H 0.927 1.934 -1.368  0.39
C 0.182 -0.770 1.111  0.23
N 0.443 -1.113 2.356  -0.31
H 0.767 -2.691 -0.129  0.34
C 0.346 -1.614 -0.080  -0.18
N -0.011 0.478 0.769  -0.16
H 0.451 -0.512 3.125  0.23
H 0.275 -2.036 2.565  0.25
H -0.266 1.359 1.318  0.31
H -0.666 2.429 -0.968  0.32
C -0.064 1.660 -1.525  -1.13
H -1.888 0.323 -0.576  0.21
H 0.115 -0.916 -2.181  0.51
C 0.059 -0.830 -1.136  -0.84
H -0.335 1.794 -2.593  0.39

=====

No. 5
Formula: C34H59F4N2O8P
Source: OMol25
Level of theory: the ωB97M-V functional and the def2-TZVPD basis

Computed properties:
E_HOMO	-8.2	eV
total charge	0
energy	-2782.9867	a.u.
LUMO energy	-0.70	eV
structure (SMILES)	CCP(CC)c1ccc2c(c1C(F)(F)C(F)F)C(=O)N(N(C(C)=O)C(C)=O)C2=O.CCOCC.CCOCC.CCOCC.CCOCC
HOMO-LUMO gap	7.46	eV

Last column: Mulliken charge in e.
Element x y z (Å)
H -1.198 -2.288 2.152  0.03
H 8.011 -1.821 0.457  0.32
C 1.793 1.757 -3.359  2.10
H 0.111 -5.741 0.560  0.30
O 5.711 -3.051 -0.194  -0.45
H 3.577 -0.309 -1.198  -0.30
C -0.167 2.722 -4.426  -1.52
H 0.867 -0.594 -1.881  0.28
O 0.126 -0.219 4.229  -0.44
H -6.786 -0.083 -1.592  0.43
C -1.813 3.021 0.304  0.26
H 5.476 -4.938 0.457  0.33
H 1.968 -1.014 4.735  0.20
H 3.729 -1.528 -2.415  0.80
H -5.038 4.749 -1.780  0.31
C 3.095 -0.687 -2.097  0.16
H -0.141 -3.651 3.979  0.24
O -1.035 2.136 0.560  -0.47
H 2.131 -0.380 -5.606  0.55
H -5.195 3.721 -0.295  0.21
C -1.403 -3.355 2.254  -0.06
H 2.461 0.739 6.480  0.42
H -9.925 -1.024 0.504  0.39
H 4.007 0.432 -6.811  0.27
C 4.269 -0.236 -5.987  -1.25
H -9.749 1.402 0.245  0.33
C 3.060 -0.470 -5.037  -0.47
N -2.059 3.298 -1.115  0.98
H 6.493 -3.959 1.496  0.31
H 1.738 -1.656 -0.735  0.23
H 2.481 -0.231 2.700  0.28
H 1.575 -2.196 -2.373  0.42
H 2.264 1.478 4.892  0.26
H -1.796 -3.138 4.360  0.39
O -7.759 1.575 0.460  -0.42
P 3.147 0.530 -3.482  -0.16
C 1.177 -0.385 5.160  -0.16
C 0.901 1.859 -4.413  -0.28
H -5.764 1.714 0.665  0.03
C 5.576 -3.944 0.896  -0.36
C 0.566 3.471 -2.274  0.72
H -2.771 -5.687 1.585  0.26
H -8.173 -1.205 0.529  0.26
C -8.993 -0.527 0.775  -1.04
C -2.451 3.820 1.432  -1.24
H 1.629 0.253 1.237  -0.40
C -3.475 3.280 -1.496  0.33
C 5.879 -1.685 0.143  0.47
C 2.555 2.599 -1.037  0.79
C -4.513 4.259 -0.960  -1.11
H -0.353 -5.862 2.246  0.33
O -3.820 2.456 -2.305  -0.52
C 0.448 0.463 3.028  -0.52
F 2.327 1.419 -0.377  -0.14
O -0.530 -4.007 1.345  -0.31
H 0.737 1.499 3.239  0.42
H -8.975 -0.372 1.855  0.29
O -2.117 5.238 -3.696  -0.54
H -6.380 0.089 0.881  0.30
H 3.458 -3.604 1.161  0.21
H -1.471 -4.802 3.876  0.38
C -8.865 0.797 0.042  -0.31
H 1.006 1.244 -5.300  0.24
H 7.077 -1.845 1.949  0.30
C 1.638 2.615 -2.245  -1.44
H 5.177 0.055 -5.457  0.33
C -1.438 4.542 -3.001  -0.20
C -2.003 -5.910 0.843  -1.08
C 7.133 -1.404 0.952  -1.39
H -0.876 2.787 -5.246  0.51
H 4.460 -2.717 2.302  0.21
H -8.835 0.641 -1.042  0.30
H -1.831 3.778 2.324  0.36
H 7.272 -0.329 1.073  0.43
C 1.509 -0.239 2.199  0.35
C -1.191 -3.761 3.701  -1.14
F 4.538 3.907 -0.968  -0.34
C -6.150 0.705 -1.184  -1.11
C 1.698 -1.291 -1.770  -1.27
H -2.300 -5.428 -0.090  0.29
O 0.536 5.345 -0.598  -0.50
H 1.237 -1.284 2.032  0.11
C 4.090 2.703 -1.409  -0.04
H 5.943 -1.147 -0.805  0.29
C -0.635 -5.416 1.286  -0.36
C 1.745 0.926 5.678  -1.18
H 4.216 2.731 -2.493  0.36
H 4.238 -4.452 2.511  0.46
C 0.037 4.539 -1.320  -0.12
H 0.948 1.566 6.059  0.29
H -3.455 3.414 1.617  0.23
H 3.118 -1.522 -4.732  0.33
H -2.619 4.851 1.105  0.41
H -5.115 0.378 -1.278  0.36
H -2.446 -3.503 1.954  0.32
H -6.294 1.594 -1.797  0.27
H 4.484 -1.211 -6.445  0.40
F 2.316 3.566 -0.147  -0.35
N -1.418 4.512 -1.535  -0.09
C 4.363 -3.664 1.768  -0.96
F 4.817 1.740 -0.828  -0.18
H -0.475 0.511 2.451  0.12
C -6.482 0.992 0.270  -0.05
C -0.355 3.526 -3.338  0.42
H -1.988 -6.990 0.694  0.40
H -4.056 5.060 -0.369  0.40
H 0.752 -0.942 5.996  0.39
H 4.986 -1.308 0.655  -0.15

=====

No. 6
Formula: C26H38B2F18NO15
Source: OMol25
Level of theory: the ωB97M-V functional and the def2-TZVPD basis

Computed properties:
E_HOMO	-4.6	eV
total charge	-1
energy	-4044.4784	a.u.
LUMO energy	1.85	eV
HOMO-LUMO gap	6.45	eV

Last column: Mulliken charge in e.
Element x y z (Å)
F 0.246 -3.335 -4.863  -0.27
C 2.329 0.194 -2.790  -1.15
H -3.598 2.928 2.520  0.14
C -0.655 -1.495 4.186  -0.83
H 1.290 0.476 -2.961  0.34
C -0.937 2.925 0.909  -0.25
H -0.344 -0.469 3.982  0.14
F -8.329 4.047 5.413  -0.26
O 1.470 -2.486 3.514  -0.36
H 1.019 0.713 0.128  0.12
F -3.862 8.582 10.331  -0.24
C 3.148 -1.601 2.110  0.90
F -4.328 9.459 12.252  -0.24
N 2.840 2.675 1.790  -0.72
F -3.625 7.414 12.143  -0.25
O -0.199 1.095 2.173  -0.49
H 6.313 -2.612 -6.083  0.29
H 0.206 -3.390 4.806  0.31
H -7.037 5.360 9.827  0.30
O 3.855 -7.046 -9.300  -0.52
H -5.333 3.272 2.350  0.32
O -6.710 8.238 12.158  -0.52
O 1.709 -2.173 -2.941  -0.39
O 6.750 -1.957 -7.945  -0.33
F -7.937 2.757 7.102  -0.25
F 2.031 -4.048 -5.852  -0.19
H 5.054 -1.600 -6.789  0.35
H 3.164 1.993 2.471  0.26
H -8.329 8.137 9.952  0.41
C 5.043 -3.649 -7.486  -0.94
H 1.022 -1.971 5.478  0.31
H -3.702 3.724 4.902  0.32
F 2.127 -9.419 -11.021  -0.25
F 8.190 0.161 -9.248  -0.26
H 0.227 3.099 2.738  0.10
H 3.572 2.743 1.088  0.24
B 1.582 2.216 1.195  0.17
O 2.376 -0.498 4.090  -0.52
C 2.367 -2.678 -3.953  0.28
B -1.661 0.892 1.872  0.74
O 2.075 -8.265 -8.619  -0.32
H 4.469 -3.440 -8.388  0.34
O -2.081 2.181 1.234  -0.72
F 2.404 -1.965 1.059  -0.24
F 4.126 -8.690 -11.403  -0.24
H -4.204 4.990 3.773  0.30
H 2.854 0.208 -3.745  0.39
H 1.621 -5.548 -8.753  0.27
F 7.067 -0.361 -11.024  -0.24
H -7.682 6.117 11.289  0.33
H -7.641 7.393 8.502  0.29
C -4.447 4.003 4.159  -0.29
F 1.458 -4.871 -3.933  -0.28
O 1.617 1.466 0.027  -0.23
H -4.775 1.995 3.447  0.31
C -4.550 2.987 3.056  -0.74
H -0.645 2.737 -0.139  0.11
F 3.799 -10.189 -9.875  -0.26
O -5.729 4.213 4.839  -0.30
H 3.430 -1.495 -1.987  0.29
C 7.500 -0.817 -9.854  0.87
C 6.306 -1.246 -8.961  0.36
O -5.931 6.908 10.503  -0.31
F 8.337 -1.834 -10.082  -0.25
O 3.482 -2.440 -4.325  -0.52
O 5.181 -0.917 -9.201  -0.51
C -7.239 6.311 10.313  -0.20
F 3.728 -0.443 1.819  -0.24
C 3.290 -9.090 -10.452  0.89
C 3.110 -7.978 -9.384  0.36
C 1.496 -3.748 -4.664  0.95
C 5.751 -2.411 -6.991  -0.29
H -2.336 0.715 2.907  -0.37
F 4.111 -2.523 2.283  -0.30
C -6.056 3.354 5.773  0.37
C 2.284 -1.457 3.386  0.47
H 1.215 -7.902 -6.830  0.35
H -1.794 -0.096 1.120  -0.31
H -1.134 3.998 1.035  0.32
C -7.439 3.745 6.363  0.88
F -7.309 4.826 7.159  -0.26
O -5.442 2.420 6.198  -0.52
C 1.028 -6.128 -8.047  -0.94
H -1.124 -1.886 3.284  0.26
C 0.511 -2.366 4.601  -0.32
H 5.760 -4.438 -7.713  0.35
H -1.398 -1.476 4.985  0.40
H 0.109 -6.439 -8.545  0.36
C -8.122 7.189 9.458  -1.14
C -5.844 7.832 11.438  0.32
C -4.381 8.340 11.536  0.92
C 2.403 -1.168 -2.144  0.21
H 0.767 -5.489 -7.206  0.19
H 4.362 -4.001 -6.713  0.26
H 1.890 -1.174 -1.188  0.09
H -9.068 6.681 9.269  0.35
H 2.782 0.931 -2.127  0.27
H 2.735 -7.037 -7.078  0.31
C 1.796 -7.327 -7.547  -0.23
C 0.173 2.443 1.854  0.04

=====

No. 7
Formula: C15H31ClP2Zn
Source: OMol25
Level of theory: the ωB97M-V functional and the def2-TZVPD basis

Computed properties:
E_HOMO (spin up / spin down)	-6.9 / -6.3	eV
energy relative to the best compared isomer or geometry (same formula, charge and spin)	97.7	kcal per mole
total charge	0
energy	-3512.0942	a.u.
LUMO energy (spin up / spin down)	-0.43 / -0.42	eV
HOMO-LUMO gap (spin up / spin down)	6.46 / 5.90	eV

Last column: Mulliken charge in e.
Element x y z (Å)
H -4.582 0.775 -0.782  0.21
C 0.844 -1.966 2.869  -0.88
P -0.907 0.118 -2.743  1.35
H -4.661 2.498 -1.079  0.41
H -0.427 -0.484 3.813  0.32
H -1.627 -0.410 -4.985  0.40
H -1.783 1.715 1.972  0.36
H 3.296 -0.463 2.232  0.38
H -1.298 1.289 0.318  -0.21
C -0.960 0.375 -4.604  -1.43
Cl -4.277 0.285 -3.543  -0.55
H 2.243 2.559 0.161  0.35
H 0.073 0.327 -4.971  0.42
H 1.507 -1.088 -1.446  0.77
C -1.136 1.036 1.372  -0.23
C 0.570 -1.725 1.383  -0.16
H -2.226 -0.524 2.436  0.40
H -1.613 -2.261 -2.503  0.36
H 0.131 -2.725 3.244  0.42
H -1.416 1.356 -4.798  0.43
H 1.938 1.093 3.165  0.61
H 1.863 -2.325 3.051  0.33
C 1.591 -0.022 -1.203  -1.48
H 0.367 1.749 -1.451  0.48
C -0.810 -1.578 1.195  -1.75
C 2.666 1.651 0.637  -1.72
C -3.975 1.691 -0.801  -0.96
H -0.089 -2.041 -1.592  0.17
C 0.650 0.864 -2.040  -1.30
H 2.967 -1.893 1.258  0.34
Zn -2.626 1.373 -2.389  -0.14
H 3.586 1.370 0.095  0.64
H -3.632 1.868 0.229  0.20
H -2.482 -0.466 0.719  0.32
H -1.300 -2.219 0.476  0.61
H 1.194 1.241 -2.913  0.60
C 3.036 -0.793 1.215  -1.56
P 1.439 0.120 0.662  1.17
H 1.022 -2.476 0.702  0.67
H 1.167 -0.641 4.512  0.43
H 0.544 2.316 1.650  0.70
H 2.951 1.895 1.674  0.31
H 3.865 -0.543 0.539  0.53
H -0.045 -2.166 -3.358  0.40
C -1.683 -0.425 1.485  -0.49
H 2.644 0.249 -1.382  0.62
C -0.628 -1.757 -2.520  -0.97
C 0.623 -0.612 3.558  -0.84
C 1.096 0.544 2.747  -1.53
C 0.311 1.249 1.733  0.48

=====

No. 8
Formula: C7H15N
Source: OMol25
Level of theory: the ωB97M-V functional and the def2-TZVPD basis

Computed properties:
multiplicity	2
E_HOMO (spin up / spin down)	-1.6 / -1.4	eV
energy relative to the best compared isomer or geometry (same formula, charge and spin)	77.5	kcal per mole
total charge	-1
energy	-330.2734	a.u.
LUMO energy (spin up / spin down)	3.96 / 3.27	eV
HOMO-LUMO gap (spin up / spin down)	5.51 / 4.65	eV

Last column: Mulliken charge in e.
Element x y z (Å)
H 1.947 1.999 0.861  0.44
H -2.029 0.315 -1.486  0.21
H 1.708 -1.783 -0.076  0.28
H -2.282 -1.214 0.865  0.36
H -0.931 -0.866 -3.051  0.28
C 2.262 -0.828 -0.039  -1.08
H -0.553 -1.106 0.596  0.15
H 2.094 0.857 -1.342  0.48
H -2.763 -1.286 -1.269  0.48
H 0.439 2.073 -0.069  0.30
C -1.810 -0.727 -1.197  -0.44
N 0.265 1.088 1.789  -0.83
H 0.629 -0.081 -1.123  -0.46
H 2.724 -0.669 0.939  0.27
C 1.461 0.372 -0.557  0.24
C -1.135 0.743 1.375  -0.30
H 3.093 -0.940 -0.756  0.35
C 1.091 1.401 0.543  -0.88
C -0.783 -1.293 -2.062  -1.03
H -1.638 0.532 2.343  0.28
H -0.877 -2.377 -2.128  0.30
H -1.616 1.607 0.875  0.35
C -1.485 -0.530 0.513  -0.75